# 1
Below is 6 unconnected molecules or ions with the total composition C45H100BF4N5 in a non-equilibrium geometry, with properties calculated with the ωB97M-V functional and the def2-TZVPD basis.

Output
ΔE to the lowest compared entry with this formula, charge and spin: 0.0 kJ/mol
frontier orbital gap: 11.61 eV
LUMO: -7.11 eV
highest occupied orbital energy: -18.721 eV
charge: +4

Each line ends with the Löwdin charge.
Cartesian coordinates (Å):
C: -2.53 2.22 2.37  -0.069
C: -1.83 1.70 3.64  -0.181
C: -0.33 1.73 3.32  -0.124
N: 0.62 1.43 4.48  -0.246
C: 2.03 1.84 4.07  -0.103
C: 3.05 1.39 5.07  -0.165
C: 3.03 -0.12 5.20  -0.173
C: 1.66 -0.55 5.71  -0.159
C: 0.57 -0.07 4.78  -0.099
C: 0.22 2.15 5.74  0.037
H: -1.90 2.95 1.87  0.030
H: -3.43 2.74 2.68  0.085
H: -2.63 1.39 1.67  0.075
H: -2.02 0.62 3.73  0.114
H: -2.10 2.26 4.53  0.106
H: -0.07 2.76 3.06  0.126
H: -0.02 1.05 2.54  0.109
H: 2.18 1.43 3.08  0.143
H: 2.08 2.93 4.00  0.137
H: 4.05 1.65 4.73  0.135
H: 2.97 1.85 6.06  0.127
H: 3.14 -0.65 4.24  0.122
H: 3.84 -0.43 5.86  0.129
H: 1.60 -1.64 5.81  0.124
H: 1.51 -0.21 6.74  0.121
H: 0.61 -0.60 3.82  0.127
H: -0.45 -0.24 5.12  0.134
H: 0.31 3.21 5.50  0.121
H: 0.79 1.81 6.60  0.104
H: -0.80 1.90 6.01  0.101
C: -3.66 8.60 1.08  -0.073
C: -3.14 7.33 0.38  -0.238
C: -1.63 7.29 0.48  -0.127
N: -0.98 6.17 -0.32  -0.259
C: 0.51 6.36 -0.16  -0.097
C: 1.36 5.28 -0.88  -0.145
C: 0.87 3.89 -0.48  -0.178
C: -0.62 3.71 -0.62  -0.171
C: -1.44 4.75 0.13  -0.096
C: -1.37 6.28 -1.77  0.024
H: -4.75 8.59 1.06  0.087
H: -3.15 9.50 0.74  0.088
H: -3.41 8.59 2.15  0.085
H: -3.53 7.37 -0.64  0.110
H: -3.59 6.46 0.86  0.107
H: -1.38 7.07 1.51  0.143
H: -1.21 8.21 0.08  0.143
H: 0.77 6.23 0.89  0.140
H: 0.78 7.36 -0.50  0.143
H: 2.40 5.43 -0.60  0.128
H: 1.34 5.42 -1.96  0.115
H: 1.19 3.68 0.54  0.116
H: 1.39 3.14 -1.09  0.124
H: -0.84 2.73 -0.17  0.098
H: -1.01 3.63 -1.64  0.122
H: -1.30 4.79 1.21  0.121
H: -2.50 4.74 -0.07  0.116
H: -2.38 5.90 -1.87  0.105
H: -0.76 5.70 -2.45  0.103
H: -1.33 7.34 -2.02  0.126
C: -1.41 -4.03 3.97  -0.075
C: -0.05 -4.40 3.33  -0.218
C: -0.04 -4.24 1.82  -0.127
N: 0.84 -5.22 1.06  -0.240
C: 0.44 -6.65 1.39  -0.097
C: 1.18 -7.68 0.53  -0.159
C: 0.93 -7.42 -0.93  -0.192
C: 1.30 -6.01 -1.26  -0.184
C: 0.57 -4.93 -0.43  -0.063
C: 2.27 -4.97 1.47  0.045
H: -1.37 -4.23 5.04  0.083
H: -2.21 -4.65 3.56  0.081
H: -1.68 -3.00 3.73  0.067
H: 0.09 -5.44 3.64  0.102
H: 0.73 -3.82 3.82  0.107
H: 0.21 -3.25 1.47  0.110
H: -1.06 -4.48 1.50  0.134
H: -0.61 -6.79 1.14  0.150
H: 0.75 -6.80 2.42  0.123
H: 0.91 -8.69 0.81  0.137
H: 2.25 -7.54 0.73  0.120
H: -0.13 -7.60 -1.16  0.131
H: 1.46 -8.14 -1.55  0.130
H: 1.07 -5.76 -2.30  0.129
H: 2.39 -5.89 -1.25  0.096
H: -0.51 -5.07 -0.55  0.141
H: 0.90 -3.94 -0.71  0.108
H: 2.98 -5.36 0.74  0.091
H: 2.44 -5.44 2.43  0.116
H: 2.36 -3.89 1.55  0.104
C: -2.50 0.06 -1.45  -0.075
C: -3.70 1.01 -1.53  -0.221
C: -5.00 0.34 -1.00  -0.116
N: -6.25 1.20 -0.97  -0.264
C: -7.42 0.23 -0.72  -0.077
C: -8.73 0.99 -0.84  -0.167
C: -8.95 1.65 -2.19  -0.167
C: -7.78 2.59 -2.50  -0.153
C: -6.45 1.87 -2.31  -0.114
C: -6.14 2.25 0.08  0.020
H: -2.70 -0.86 -2.00  0.091
H: -2.35 -0.33 -0.44  0.067
H: -1.61 0.59 -1.76  0.078
H: -3.78 1.40 -2.54  0.110
H: -3.56 1.83 -0.82  0.083
H: -4.80 0.07 0.04  0.135
H: -5.28 -0.57 -1.52  0.134
H: -7.34 -0.60 -1.42  0.141
H: -7.27 -0.10 0.30  0.140
H: -9.59 0.34 -0.66  0.137
H: -8.78 1.71 -0.02  0.118
H: -9.06 0.88 -2.95  0.127
H: -9.86 2.25 -2.22  0.128
H: -7.83 2.96 -3.52  0.131
H: -7.98 3.47 -1.88  0.120
H: -6.32 1.13 -3.10  0.153
H: -5.62 2.58 -2.36  0.124
H: -5.97 1.78 1.04  0.117
H: -7.02 2.89 0.05  0.101
H: -5.27 2.89 -0.08  0.097
C: 3.50 -2.89 -1.32  -0.072
C: 4.87 -2.86 -2.04  -0.204
C: 4.73 -3.07 -3.55  -0.119
N: 6.06 -3.08 -4.29  -0.265
C: 5.79 -3.26 -5.78  -0.105
C: 7.04 -3.21 -6.64  -0.149
C: 7.72 -1.85 -6.40  -0.171
C: 8.08 -1.71 -4.94  -0.161
C: 6.89 -1.83 -3.98  -0.086
C: 6.84 -4.30 -3.85  0.028
H: 3.22 -3.94 -1.23  0.043
H: 2.68 -2.48 -1.90  0.084
H: 3.59 -2.37 -0.37  0.081
H: 5.50 -3.60 -1.57  0.109
H: 5.29 -1.88 -1.82  0.110
H: 4.00 -2.47 -4.08  0.141
H: 4.39 -4.09 -3.78  0.130
H: 5.12 -2.45 -6.06  0.139
H: 5.18 -4.16 -5.89  0.138
H: 6.71 -3.25 -7.68  0.132
H: 7.79 -3.99 -6.51  0.120
H: 7.05 -1.05 -6.73  0.125
H: 8.63 -1.83 -7.01  0.129
H: 8.57 -0.75 -4.74  0.132
H: 8.79 -2.47 -4.62  0.121
H: 6.16 -1.03 -4.11  0.143
H: 7.24 -1.95 -2.97  0.129
H: 7.73 -4.39 -4.46  0.098
H: 6.19 -5.13 -4.13  0.115
H: 7.05 -4.38 -2.79  0.107
B: 0.56 -0.69 0.53  -1.290
F: 1.71 -1.06 1.27  0.085
F: -0.58 -0.77 1.37  0.075
F: 0.67 0.60 -0.01  0.117
F: 0.37 -1.57 -0.56  0.098



# 2
Below is 7 unconnected molecules or ions with the total composition C45H100N4O7 in a non-equilibrium geometry, with properties calculated with the ωB97M-V functional and the def2-TZVPD basis.

Output
ΔE to the lowest compared entry with this formula, charge and spin: 328.5 kJ/mol
frontier orbital gap: 8.05 eV
LUMO: 0.36 eV
highest occupied orbital energy: -7.687 eV
charge: 0
SMILES: CC1(C)CCCC(C)(C)N1O.CC1(C)CCCC(C)(C)N1O.CC1(C)CCCC(C)(C)N1O.CC1(C)CCCC(C)(C)N1O.CC(C)O.CC(C)O.CC(C)O

Each line ends with the Löwdin charge.
Cartesian coordinates (Å):
C: 3.49 1.21 1.50  -0.009
C: 3.80 1.14 -0.03  -0.500
C: 4.08 2.54 -0.57  -0.151
C: 5.45 3.15 -0.34  -0.170
C: 6.49 2.13 -0.85  -0.118
C: 6.31 0.66 -0.26  -0.499
N: 4.91 0.28 -0.44  -0.097
O: 4.79 -1.12 -0.20  -0.011
C: 7.23 -0.17 -1.18  -0.052
C: 6.80 0.45 1.14  -0.047
C: 2.54 0.56 -0.64  -0.036
H: 2.64 1.83 1.77  0.062
H: 4.39 1.25 2.12  0.073
H: 2.99 0.26 1.74  0.074
H: 3.80 2.53 -1.63  0.114
H: 3.38 3.26 -0.14  0.094
H: 5.88 3.35 0.65  0.109
H: 5.42 4.13 -0.83  0.110
H: 7.48 2.49 -0.58  0.115
H: 6.31 2.09 -1.93  0.114
H: 8.22 0.28 -1.25  0.084
H: 7.28 -1.18 -0.78  0.080
H: 6.90 -0.23 -2.22  0.087
H: 6.75 1.29 1.85  0.077
H: 6.12 -0.22 1.67  0.078
H: 7.84 0.19 1.30  0.087
H: 1.63 1.14 -0.46  0.078
H: 2.35 -0.45 -0.25  0.066
H: 2.70 0.36 -1.70  0.098
H: 4.25 -1.14 0.61  0.082
C: 2.57 -5.87 -0.04  -0.035
C: 1.26 -5.04 -0.17  -0.463
C: 0.27 -6.02 -0.90  -0.142
C: -1.23 -5.80 -0.72  -0.173
C: -1.57 -5.52 0.75  -0.143
C: -0.76 -4.40 1.44  -0.475
N: 0.65 -4.74 1.14  -0.105
O: 1.54 -4.08 2.01  -0.020
C: -1.19 -3.03 0.84  -0.040
C: -1.17 -4.37 2.95  -0.028
C: 1.39 -3.84 -1.14  -0.018
H: 3.30 -5.19 0.42  0.076
H: 2.97 -6.27 -0.97  0.086
H: 2.48 -6.77 0.57  0.084
H: 0.28 -5.80 -1.97  0.104
H: 0.58 -7.07 -0.88  0.112
H: -1.67 -6.74 -1.07  0.113
H: -1.63 -4.99 -1.32  0.088
H: -1.41 -6.38 1.40  0.119
H: -2.61 -5.19 0.80  0.117
H: -0.42 -2.28 1.04  0.083
H: -1.27 -3.09 -0.25  0.050
H: -2.16 -2.58 1.06  0.077
H: -0.73 -5.27 3.39  0.081
H: -0.84 -3.46 3.44  0.075
H: -2.24 -4.54 3.07  0.076
H: 1.85 -4.22 -2.05  0.085
H: 2.00 -3.02 -0.74  0.070
H: 0.40 -3.45 -1.39  0.056
H: 2.09 -4.80 2.33  0.094
C: -0.91 2.91 2.63  -0.031
C: -0.15 4.22 2.90  -0.493
C: -1.18 5.27 3.36  -0.127
C: -0.45 6.51 3.92  -0.186
C: 0.43 6.12 5.07  -0.155
C: 1.51 5.09 4.73  -0.483
N: 0.84 4.00 3.99  -0.108
O: 1.71 2.95 3.68  -0.026
C: 2.66 5.74 3.91  -0.029
C: 2.16 4.50 5.99  -0.028
C: 0.48 4.73 1.61  -0.036
H: -1.79 3.03 2.00  0.077
H: -1.29 2.62 3.61  0.070
H: -0.25 2.13 2.24  0.076
H: -1.88 5.55 2.57  0.124
H: -1.77 4.89 4.20  0.119
H: -1.18 7.23 4.31  0.115
H: 0.11 6.98 3.11  0.098
H: -0.18 5.77 5.91  0.124
H: 0.87 7.07 5.36  0.126
H: 3.31 6.45 4.42  0.085
H: 3.27 4.94 3.50  0.079
H: 2.33 6.15 2.95  0.063
H: 1.75 3.54 6.29  0.081
H: 3.24 4.54 6.05  0.083
H: 1.90 5.09 6.88  0.081
H: 0.10 4.26 0.69  0.059
H: 1.52 4.41 1.53  0.078
H: 0.55 5.82 1.57  0.072
H: 1.61 2.42 4.48  0.103
C: -1.54 -3.58 -4.63  -0.051
C: -3.07 -3.37 -4.74  -0.503
C: -3.52 -4.83 -4.49  -0.132
C: -5.06 -4.85 -4.50  -0.189
C: -5.58 -3.99 -3.42  -0.159
C: -5.09 -2.53 -3.47  -0.471
N: -3.65 -2.47 -3.75  -0.120
O: -3.09 -1.22 -3.80  -0.007
C: -5.90 -1.74 -4.55  -0.029
C: -5.27 -1.89 -2.07  -0.036
C: -3.25 -2.92 -6.16  -0.042
H: -1.23 -4.00 -3.66  0.060
H: -0.86 -2.72 -4.67  0.082
H: -1.25 -4.32 -5.36  0.085
H: -3.29 -5.57 -5.26  0.121
H: -3.12 -5.24 -3.56  0.109
H: -5.45 -5.87 -4.39  0.116
H: -5.38 -4.45 -5.47  0.106
H: -5.44 -4.40 -2.41  0.120
H: -6.67 -3.90 -3.48  0.122
H: -6.89 -1.39 -4.22  0.078
H: -5.34 -0.89 -4.92  0.081
H: -6.22 -2.41 -5.35  0.065
H: -5.08 -0.81 -2.11  0.066
H: -6.30 -1.78 -1.72  0.083
H: -4.66 -2.29 -1.26  0.081
H: -4.29 -2.62 -6.33  0.063
H: -3.04 -3.69 -6.90  0.091
H: -2.63 -2.06 -6.43  0.090
H: -2.61 -1.09 -2.97  0.061
C: -1.07 1.88 -1.50  -0.068
C: -1.74 0.79 -0.70  -0.441
C: -3.18 1.08 -0.39  -0.038
O: -1.61 -0.39 -1.54  -0.077
H: -1.76 2.50 -2.09  0.086
H: -0.25 1.82 -2.21  0.073
H: -0.72 2.63 -0.78  0.063
H: -1.18 0.63 0.23  0.124
H: -3.71 1.35 -1.30  0.090
H: -3.21 1.88 0.35  0.075
H: -3.78 0.28 0.05  0.075
H: -0.71 -0.71 -1.67  0.092
C: 2.06 3.91 -4.04  -0.051
C: 1.01 4.62 -3.18  -0.472
C: 1.66 4.97 -1.83  -0.058
O: 0.62 5.84 -3.78  -0.042
H: 2.04 2.87 -3.70  0.071
H: 3.06 4.32 -4.16  0.083
H: 1.73 3.97 -5.09  0.079
H: 0.19 3.93 -3.00  0.110
H: 2.08 4.07 -1.39  0.048
H: 0.91 5.47 -1.21  0.065
H: 2.39 5.78 -1.91  0.092
H: 0.24 6.45 -3.14  0.083
C: -3.14 0.16 4.59  -0.060
C: -3.62 -0.96 3.69  -0.469
C: -4.19 -2.15 4.45  -0.051
O: -4.66 -0.42 2.83  -0.060
H: -2.76 0.99 3.98  0.050
H: -2.24 -0.14 5.13  0.086
H: -3.84 0.53 5.33  0.088
H: -2.74 -1.24 3.10  0.116
H: -4.82 -1.94 5.31  0.081
H: -3.37 -2.84 4.68  0.066
H: -4.83 -2.74 3.79  0.080
H: -4.37 0.48 2.66  0.061